Molecular formula: C4H15N2O
Method: DFT, ωB97M-V/def2-TZVPD

Structure (ORCA input):
```
! wB97M-V def2-TZVPD RIJCOSX def2/J DEFGRID3
* xyz 1 1
C -1.3981 -0.9587 0.1109
N -0.9279 -0.9922 1.4864
C -0.1346 -2.1792 1.8248
C -0.2553 -0.4212 -0.7922
N 0.3875 0.7438 -0.1420
C -0.4992 1.9461 0.0130
H -2.2446 -0.2805 0.0342
H -1.6468 -1.9423 -0.2952
H -1.6773 -0.8921 2.1539
H -0.7216 -2.9562 2.3196
H 0.7085 -1.9244 2.4688
H 0.2810 -2.6658 0.9393
H -0.6924 -0.1182 -1.7419
H 0.5083 -1.1818 -0.9341
H 0.6557 0.4213 0.7912
H 1.2035 1.0651 -0.7026
H -1.2572 1.7503 0.7616
H -0.9195 2.1737 -0.9623
H 0.1506 2.7577 0.3330
H 2.4200 1.1206 -2.8818
H 2.5963 2.4218 -2.0855
O 2.3960 1.4813 -1.9790
*
```

Values from the calculation:
Strongest force on any atom (eV/Å): 0.955
HOMO-LUMO gap (eV): 10.270
E_tot (Ha): -345.91815
LUMO level (eV): -2.81
ΔE to the lowest compared entry with this formula, charge and spin (eV): 0.7499

Molecular formula: CH3CoMgO2
Method: DFT, ωB97M-V/def2-TZVPD

Structure (ORCA input):
```
! wB97M-V def2-TZVPD RIJCOSX def2/J DEFGRID3
* xyz -1 4
O -2.0979 0.0553 -0.1345
C -1.1861 -0.9692 0.0234
O 0.0773 -0.4072 0.3308
H -1.1165 -1.6070 -0.8862
H -1.4550 -1.6340 0.8738
Co -0.7456 1.3450 0.1018
Mg 1.9146 -0.3760 -0.3279
H -0.6673 3.0621 0.2081
*
```

Values from the calculation:
Strongest force on any atom (eV/Å): 1.576
HOMO-LUMO gap (alpha / beta) (eV): 5.558 / 5.514
E_tot (Ha): -1773.21779
LUMO level (alpha / beta) (eV): 3.42 / 3.38

Molecular formula: C2H2ClIO
Method: DFT, ωB97M-V/def2-TZVPD

Structure (ORCA input):
```
! wB97M-V def2-TZVPD RIJCOSX def2/J DEFGRID3
* xyz 0 1
C 0.3067 -0.8471 0.9485
C -0.1161 0.3663 -0.7177
O 0.5811 -1.9568 0.6232
Cl 1.1691 1.5228 -0.9799
I -1.8861 1.4092 -0.1359
H 0.1620 -0.2273 1.7768
H -0.2168 -0.2671 -1.5151
*
```

Values from the calculation:
Strongest force on any atom (eV/Å): 6.747
HOMO-LUMO gap (eV): 9.076
E_tot (Ha): -910.44009
LUMO level (eV): 0.16
ΔE to the lowest compared entry with this formula, charge and spin (eV): 1.9602

Molecular formula: C3H4O3Pd
Method: DFT, ωB97M-V/def2-TZVPD

Structure (ORCA input):
```
! wB97M-V def2-TZVPD RIJCOSX def2/J DEFGRID3
* xyz 0 3
H -0.5570 2.4676 1.9853
Pd 0.5346 1.5746 1.4467
O -0.1454 -0.9772 -1.3286
C 0.7008 -1.5982 -0.5002
C -0.3939 0.3601 -0.8290
O 1.2989 -2.6056 -0.7986
O 0.8449 -0.9356 0.6340
C -0.1285 0.2289 0.6558
H -1.4280 0.6413 -1.0577
H 0.2888 1.0293 -1.3729
H -1.0152 -0.1852 1.1654
*
```

Values from the calculation:
Strongest force on any atom (eV/Å): 10.485
HOMO-LUMO gap (alpha / beta) (eV): 7.195 / 7.692
E_tot (Ha): -470.11191
LUMO level (alpha / beta) (eV): -0.28 / -2.93
ΔE to the lowest compared entry with this formula, charge and spin (eV): 1.0329

Molecular formula: C4H5F
Method: DFT, ωB97M-V/def2-TZVPD

Structure (ORCA input):
```
! wB97M-V def2-TZVPD RIJCOSX def2/J DEFGRID3
* xyz 0 3
C 1.4950 0.7667 -1.3510
C 0.7492 1.7925 -1.5354
C -0.4396 -1.6451 0.4576
C -0.3459 -0.6506 1.3507
F -1.4267 -0.5020 2.2000
H 0.1123 1.5206 -0.5986
H 0.4504 2.7538 -1.9778
H 0.1311 -1.8674 -0.4312
H -1.2698 -2.2002 0.4826
H 0.5440 0.0318 1.4032
*
```

Values from the calculation:
Strongest force on any atom (eV/Å): 4.620
HOMO-LUMO gap (alpha / beta) (eV): 8.938 / 7.247
E_tot (Ha): -254.95619
LUMO level (alpha / beta) (eV): 1.18 / -2.85
ΔE to the lowest compared entry with this formula, charge and spin (eV): 3.0060

Molecular formula: C6H8ClN2
Method: DFT, ωB97M-V/def2-TZVPD

Structure (ORCA input):
```
! wB97M-V def2-TZVPD RIJCOSX def2/J DEFGRID3
* xyz 1 1
C 1.8655 0.9969 -0.0769
C -1.1170 -1.3101 -0.4667
C -0.3314 -1.8478 0.4372
C 2.0662 -1.5598 -0.0111
C -2.5948 -1.5236 -0.3811
C 1.1090 3.3788 0.3993
N 0.9992 -1.8332 0.3921
N 1.5924 2.0979 0.1692
Cl 3.5957 -1.6648 -0.2429
H -0.6065 -0.9797 -1.4410
H -0.7331 -2.3630 1.2353
H -2.7050 -2.3991 0.2949
H -2.9807 -0.4889 -0.2391
H -2.9488 -1.8098 -1.2934
H 1.2284 4.0946 -0.3894
H -0.0240 3.3706 0.4471
H 1.5850 3.8409 1.1663
*
```

Values from the calculation:
Strongest force on any atom (eV/Å): 4.487
HOMO-LUMO gap (eV): 9.684
E_tot (Ha): -802.71732
LUMO level (eV): -4.18
ΔE to the lowest compared entry with this formula, charge and spin (eV): 2.0727

Molecular formula: C4H11N2O2
Method: DFT, ωB97M-V/def2-TZVPD

Structure (ORCA input):
```
! wB97M-V def2-TZVPD RIJCOSX def2/J DEFGRID3
* xyz 1 1
C -1.2582 -0.5159 -0.2375
O -2.0242 -0.9378 -1.3951
C 0.0953 -0.1723 -0.8084
C 1.1862 0.2370 0.1941
C 0.6714 0.3475 1.6356
N 1.1969 -0.4253 2.5942
O -0.2962 1.0554 1.8437
N -0.1901 0.9321 -1.8529
H -1.8934 0.1990 0.2833
H -1.2250 -1.2856 0.5191
H -2.6645 -1.6056 -1.1478
H 0.5178 -0.9115 -1.4630
H 2.0121 -0.5095 0.0436
H 1.7695 1.1065 -0.1302
H 0.6712 -0.4146 3.4597
H 2.1381 -0.7318 2.7847
H -1.0413 0.6801 -2.3666
H 0.6555 1.0513 -2.4157
H -0.3211 1.9012 -1.5409
*
```

Values from the calculation:
Strongest force on any atom (eV/Å): 2.168
Structure (SMILES): NC(=O)C[C@H]([NH3+])CO
HOMO-LUMO gap (eV): 10.407
E_tot (Ha): -418.75453
LUMO level (eV): -3.32
ΔE to the lowest compared entry with this formula, charge and spin (eV): 1.2324

Molecular formula: H24N4O12S2
Method: DFT, ωB97M-V/def2-TZVPD

Structure (ORCA input):
```
! wB97M-V def2-TZVPD RIJCOSX def2/J DEFGRID3
* xyz 0 1
N 0.2834 2.8276 -1.4137
H -0.1786 3.7038 -1.6852
H 0.1225 2.1778 -2.2368
H -0.3225 2.4881 -0.6094
H 1.2090 3.1363 -1.1446
N -2.9607 -0.0532 -0.2005
H -3.7710 0.3903 -0.6355
H -3.3047 -0.7173 0.4847
H -2.4119 0.7584 0.1940
H -2.3444 -0.5371 -0.9428
N 0.6081 -1.1567 -0.1217
H 0.5328 -2.0447 0.4136
H 0.5512 -0.2995 0.4955
H -0.0694 -1.0972 -0.9056
H 1.5279 -1.3301 -0.5756
N 2.7016 2.0175 2.4208
H 2.8003 1.2772 3.1125
H 2.3462 2.9116 2.7747
H 2.0152 1.7254 1.6734
H 3.6007 2.1728 1.9594
S -0.8449 -0.3748 -3.3202
O -1.5997 -0.9057 -4.4416
O -1.0282 1.0961 -3.2000
O -1.3448 -0.9958 -2.0483
O 0.5952 -0.6736 -3.4570
S -0.6118 1.9348 1.7669
O 0.5490 1.1256 1.2428
O -1.4411 2.2177 0.5608
O -1.3530 1.1024 2.7179
O -0.0590 3.1515 2.3787
O 2.9513 -1.3427 -1.6211
H 3.8022 -1.7762 -1.7526
H 2.8118 -0.8058 -2.4187
O -0.2628 -3.4432 1.3041
H 0.4875 -3.8705 1.7383
H -1.0151 -3.6428 1.8729
O 0.3456 -0.5153 3.9882
H 0.6301 0.1817 4.5850
H -0.2259 -0.0340 3.3018
O -1.4587 -3.8008 -2.2015
H -1.6607 -2.8524 -2.3671
H -2.2028 -4.1274 -1.6866
*
```

Values from the calculation:
Strongest force on any atom (eV/Å): 3.203
HOMO-LUMO gap (eV): 6.538
E_tot (Ha): -1932.72405
LUMO level (eV): -0.97
ΔE to the lowest compared entry with this formula, charge and spin (eV): 0.0000

Molecular formula: C10H12Cl3NO2S
Method: DFT, ωB97M-V/def2-TZVPD

Structure (ORCA input):
```
! wB97M-V def2-TZVPD RIJCOSX def2/J DEFGRID3
* xyz 0 1
C -1.2662 -1.3379 -2.8357
N -1.1892 0.1101 -2.8020
C -1.8380 0.7139 -3.9634
C -0.8917 0.8569 -1.6745
Cl -1.3020 2.6003 -2.0093
H -1.4546 -1.6161 -3.8756
H -0.3378 -1.8006 -2.5137
H -2.1108 -1.7356 -2.2573
H -1.9900 -0.0220 -4.7207
H -2.8156 1.1573 -3.7862
H -1.2285 1.4746 -4.4571
H -1.5582 0.6280 -0.7307
Cl 2.0818 -2.0544 5.6248
C 1.6139 -1.2181 4.1905
C 0.2962 -1.3317 3.7378
C -0.0527 -0.5632 2.6324
C 0.8764 0.2898 2.0538
S 0.4324 1.3671 0.7070
C 0.2444 0.4371 -0.8385
Cl 1.6997 0.6091 -1.9335
O -0.8736 1.9452 0.9710
O 1.6461 2.1537 0.5807
C 2.1803 0.3465 2.5045
C 2.5705 -0.3758 3.6167
H -0.3810 -2.0462 4.2105
H -1.0411 -0.6197 2.2207
H 0.2313 -0.6582 -0.6223
H 2.8557 1.0077 1.9933
H 3.6021 -0.3179 3.9768
*
```

Values from the calculation:
Strongest force on any atom (eV/Å): 5.258
Structure (SMILES): CN(C)[C@H](Cl)[C@@H](Cl)S(=O)(=O)c1ccc(Cl)cc1
HOMO-LUMO gap (eV): 8.601
E_tot (Ha): -2372.15824
LUMO level (eV): 0.05

Molecular formula: C22H24N2O6
Method: DFT, ωB97M-V/def2-TZVPD

Structure (ORCA input):
```
! wB97M-V def2-TZVPD RIJCOSX def2/J DEFGRID3
* xyz 0 1
C -6.0864 -1.7831 -1.7942
H -6.9309 -2.3718 -1.4391
O -5.4461 -1.3045 -0.6388
C -4.3453 -0.5176 -0.7881
C -3.7834 -0.1496 -1.9998
C -2.6560 0.6558 -2.0385
C -2.0882 1.1275 -0.8670
C -2.6420 0.7569 0.3600
C -3.7499 -0.0677 0.4133
O -4.3371 -0.5026 1.5623
C -3.8112 -0.0507 2.7880
H -3.9124 1.0345 2.8911
H -2.7582 -0.3214 2.9085
H -4.4032 -0.5427 3.5582
H -2.1660 1.0674 1.2759
C -0.8753 1.9875 -0.9583
O -0.0482 1.8585 -1.8443
N -0.7987 2.9692 -0.0247
H -1.4313 2.9386 0.7594
C 0.3815 3.7813 0.1293
H 0.9520 3.6778 -0.7972
H 0.0862 4.8269 0.2625
C 1.2378 3.3254 1.3254
C 1.6210 1.8877 1.1469
C 2.7041 1.5037 0.4346
C 2.9987 0.1315 0.1902
C 2.1081 -0.8235 0.6930
N 1.0298 -0.4065 1.4206
C 0.7083 0.8966 1.7006
O -0.2844 1.1526 2.3726
H 0.4001 -1.1255 1.7578
C 2.3145 -2.1996 0.4619
C 3.4149 -2.5850 -0.2699
C 4.3140 -1.6409 -0.7731
C 4.1266 -0.2928 -0.5552
O 4.9506 0.6953 -0.9956
C 6.0599 0.3403 -1.7839
H 6.5506 1.2779 -2.0400
H 6.7599 -0.2944 -1.2307
H 5.7528 -0.1698 -2.7022
H 5.1579 -2.0009 -1.3383
H 3.6080 -3.6264 -0.4708
O 1.3744 -3.0360 1.0088
C 1.5125 -4.4174 0.7850
H 0.6644 -4.8827 1.2845
H 2.4425 -4.8020 1.2160
H 1.4794 -4.6551 -0.2827
H 3.3736 2.2393 0.0150
H 0.6543 3.4256 2.2430
H 2.1239 3.9573 1.3873
H -2.2128 0.9302 -2.9829
H -4.2154 -0.4890 -2.9277
H -5.4246 -2.4225 -2.3882
H -6.4554 -0.9636 -2.4204
*
```

Values from the calculation:
Strongest force on any atom (eV/Å): 0.596
Structure (SMILES): COc1ccc(C(=O)NCCc2cc3c(OC)ccc(OC)c3[nH]c2=O)cc1OC
HOMO-LUMO gap (eV): 8.331
E_tot (Ha): -1413.70659
LUMO level (eV): 0.46
ΔE to the lowest compared entry with this formula, charge and spin (eV): 2.1588

Molecular formula: C10H13FN
Method: DFT, ωB97M-V/def2-TZVPD

Structure (ORCA input):
```
! wB97M-V def2-TZVPD RIJCOSX def2/J DEFGRID3
* xyz 1 1
C -0.9664 0.5593 0.8175
C -0.5479 -0.3365 -0.0932
C 1.1539 1.6745 0.6203
C -0.2925 1.5996 1.2365
C 0.1430 -0.8330 -0.9370
C 1.7288 1.0255 -0.3534
C -2.2442 2.4716 2.4223
C 1.0936 -2.9513 -0.7623
C -0.0819 -2.2344 -2.8641
C -0.6583 2.5924 2.2437
N 0.7033 -1.8507 -1.6245
F 2.7963 0.7626 -1.1406
H 1.5779 2.6142 0.8049
H -2.5518 1.4064 2.7617
H -2.6867 2.6840 1.3911
H -2.4412 3.3593 3.0929
H 0.2515 -3.3361 -0.1178
H 1.2101 -3.9551 -1.2892
H 1.8625 -2.7021 0.0366
H 0.6381 -2.6418 -3.6008
H -0.7749 -3.1172 -2.6141
H -0.8116 -1.4142 -3.1069
H -0.3037 2.3347 3.1998
H -0.3907 3.5877 1.8999
H 1.5928 -1.2994 -2.0232
*
```

Values from the calculation:
Strongest force on any atom (eV/Å): 4.752
HOMO-LUMO gap (alpha / beta) (eV): 8.586 / 7.447
E_tot (Ha): -542.84679
LUMO level (alpha / beta) (eV): -3.81 / -4.47
ΔE to the lowest compared entry with this formula, charge and spin (eV): 7.6056

Molecular formula: C28H17BrClN6O9W
Method: DFT, ωB97M-V/def2-TZVPD

Structure (ORCA input):
```
! wB97M-V def2-TZVPD RIJCOSX def2/J DEFGRID3
* xyz 3 1
W 0.2302 0.9848 0.4439
Cl 0.1139 4.3822 6.9173
C 0.0912 3.8832 5.3129
C 0.6032 4.7401 4.3082
C 0.6009 4.3495 2.9995
C 0.1068 3.0725 2.6569
O 0.1222 2.6866 1.4111
C -0.4363 2.2168 3.6638
C -1.1339 1.0280 3.2739
N -1.0809 0.4821 2.0956
C -2.0176 -0.5429 1.7562
C -2.6656 -1.3723 2.6398
C -3.6369 -2.2756 2.1729
C -3.9467 -2.3412 0.8403
C -3.2621 -1.5247 -0.0929
C -3.4951 -1.5618 -1.4830
C -2.7524 -0.7646 -2.3233
C -1.7688 0.0554 -1.7823
N -1.5372 0.1391 -0.4699
C -2.2830 -0.6365 0.3797
C -0.4501 2.6408 4.9823
H 0.9924 5.7066 4.6003
H 0.9832 4.9890 2.2147
H -1.8333 0.6242 4.0012
H -2.4380 -1.3625 3.6984
H -4.1409 -2.9169 2.8824
H -4.7048 -3.0273 0.4841
H -4.2528 -2.2266 -1.8809
H -2.9052 -0.7727 -3.3930
H -1.1443 0.6617 -2.4256
H -0.8803 2.0290 5.7648
O 1.6869 4.9602 -4.2303
C 1.4423 4.1367 -3.2395
C 2.3810 3.2574 -2.6777
C 1.9898 2.4449 -1.6544
N 0.7338 2.4340 -1.1316
C -0.1519 3.3054 -1.6755
Br -1.8892 3.3714 -0.9550
C 0.1462 4.1511 -2.7068
H 2.5965 4.9185 -4.5615
H 3.4004 3.2113 -3.0371
H 2.6968 1.7520 -1.2237
H -0.5944 4.8290 -3.1070
O 2.9467 0.8184 1.6924
N 1.9239 0.9623 1.2441
O 0.5444 -1.0929 0.6889
C 1.0124 -1.2596 -0.5013
O 1.1083 -0.1560 -1.1424
C 1.3524 -2.5509 -1.0480
C 1.6326 -2.6599 -2.4123
C 1.9346 -3.9040 -2.9133
C 1.9855 -5.0363 -2.1185
C 1.6911 -4.8868 -0.7739
C 1.3697 -3.6725 -0.2149
N 1.7094 -6.0835 0.1076
O 2.0647 -7.1180 -0.3936
O 1.3674 -5.9048 1.2568
N 2.2113 -4.0256 -4.3672
O 1.9446 -3.0543 -5.0431
O 2.6795 -5.0676 -4.7440
H 1.6147 -1.8072 -3.0763
H 2.2450 -6.0032 -2.5317
H 1.1459 -3.6154 0.8414
*
```

Values from the calculation:
Strongest force on any atom (eV/Å): 0.818
HOMO-LUMO gap (alpha / beta) (eV): 4.835 / 4.828
E_tot (Ha): -5183.08878
LUMO level (alpha / beta) (eV): -12.42 / -12.43
ΔE to the lowest compared entry with this formula, charge and spin (eV): 0.1318